C5H7NO in the gas phase in a non-equilibrium geometry, computed with ωB97M-V/def2-TZVPD.

Calculated values
DFT total energy: -324.5786 Eh
highest occupied orbital energy: -0.35569 Eh
M: 97.1 g/mol
spin multiplicity: 1
structure (SMILES): C1=N[C@H]2C[C@H]2CO1
ΔE to the lowest compared entry with this formula, charge and spin: 91.6 kcal per mole
Kohn-Sham gap: 10.732 eV
E_LUMO: 1.054 eV

Element x y z (Å)
C1 0.9988 -0.2052 1.1712
C2 0.9710 0.5531 -0.1537
C3 0.2475 -0.1930 -1.4216
O1 -0.7155 -1.1268 -1.0223
C4 -1.8790 -0.5872 0.0092
N1 -1.7757 0.3360 0.8410
C5 -0.0419 0.8469 0.9017
H1 0.7070 -1.2502 1.0573
H2 1.7228 -0.0439 1.9812
H3 1.7936 1.2581 -0.4005
H4 1.0528 -0.6514 -2.0274
H5 -0.2432 0.6079 -2.0067
H6 -2.5954 -1.3297 -0.3121
H7 -0.2427 1.7856 1.3826

Atoms 1-6, force components in eV/Å:
-0.4 0.1 -0.1
-1.2 -0.7 -0.9
0.9 1.3 1.5
-1.4 0.9 1.7
3.1 -0.3 -1.6
3.3 -0.8 -1.5

***

A molecular structure, C5H7NO in a non-equilibrium geometry, computed with ωB97M-V/def2-TZVPD.

Calculated values
DFT total energy: -324.5138 Eh
highest occupied orbital energy: -0.34555 Eh
M: 97.1 g/mol
spin multiplicity: 1
ΔE to the lowest compared entry with this formula, charge and spin: 132.2 kcal per mole
Kohn-Sham gap: 10.207 eV
E_LUMO: 0.804 eV

Element x y z (Å)
C1 -1.3143 1.3713 1.3142
N1 -1.9222 -0.0325 0.0832
C2 -0.8065 -0.1936 -0.4504
O1 0.1945 0.7182 -0.1194
C3 1.1969 -0.0300 -0.7524
C4 1.2727 -1.3816 -0.1520
C5 0.2118 -1.0548 -1.2055
H1 -2.0717 2.0418 0.9684
H2 -1.5011 0.7087 2.1381
H3 -0.3630 1.9333 1.4974
H4 1.9564 0.5577 -1.2392
H5 0.9578 -1.5492 0.8775
H6 2.0995 -1.9947 -0.4931
H7 0.1290 -1.5526 -2.1601

Atoms 1-6, force components in eV/Å:
-1.3 -0.5 -0.1
1.5 1.3 0.9
0.3 0.8 0.7
1.1 0.1 -0.3
0.6 -0.2 -0.6
0.2 -0.2 0.0

***

A molecular structure, C5H7NO, computed with ωB97M-V/def2-TZVPD.

Calculated values
DFT total energy: -324.4775 Eh
highest occupied orbital energy: -0.32979 Eh
M: 97.1 g/mol
spin multiplicity: 1
ΔE to the lowest compared entry with this formula, charge and spin: 155.0 kcal per mole
Kohn-Sham gap: 9.419 eV
E_LUMO: 0.445 eV

Element x y z (Å)
O1 -0.0722 -2.0328 0.4923
C1 -0.2998 -0.9154 0.9993
C2 0.7352 0.1928 1.0407
C3 0.9381 0.8677 -0.2766
C4 -0.1893 0.4543 -1.1786
C5 -1.0559 0.6490 -0.1185
N1 -0.0443 1.3855 0.7241
H1 0.1556 -1.6765 -0.9212
H2 -1.1485 -0.8022 1.6902
H3 1.5325 0.2285 1.7860
H4 1.8345 1.4168 -0.5440
H5 0.0707 -1.0836 -1.4971
H6 -0.2986 0.5606 -2.2514
H7 -2.1310 0.7418 -0.0394

Atoms 1-6, force components in eV/Å:
0.1 0.2 0.1
0.1 -0.2 0.0
0.1 -0.1 0.1
0.3 0.0 -0.2
-0.1 0.2 0.1
-0.4 0.2 -0.3